Density functional theory data (wB97M-V/def2-TZVPD) for one molecule with the formula C2H3NOS at a distorted geometry.

The geometry in XYZ format:
```
8
Properties=species:S:1:pos:R:3:forces:R:3
C 1.92506 -1.00448 -0.15055 -1.538 0.463 -0.016
C -0.37658 -0.04124 0.03157 -0.482 0.052 -0.716
N 0.71668 -0.57024 -0.03297 -1.135 0.969 -1.284
O -2.29044 1.83584 -0.14397 0.187 -0.304 0.014
S -2.02045 0.19648 -0.18432 1.981 -1.131 -0.127
H 2.53812 -1.08285 -1.04830 -0.635 0.177 0.162
H 2.20678 -1.24981 0.81271 1.843 -0.958 1.473
H -2.69917 1.91630 0.71583 -0.221 0.732 0.495
```
Forces are in eV/Å.

Values from the calculation:
**Gap between HOMO and LUMO**: 8.221 eV
**ΔE to the lowest compared entry with this formula, charge and spin**: 3.1919 eV
**2S+1**: 1
**Largest force on an atom**: 2.55 eV/A
**Total charge**: 0

natural (NBO) population analysis, charges in e, atoms 1 to 2: -0.296, -0.086



Density functional theory data (wB97M-V/def2-TZVPD) for C20H15N7NiSe as an isolated structure at a distorted geometry.

The geometry in XYZ format:
```
44
Properties=species:S:1:pos:R:3:forces:R:3
Ni 0.17960 -0.31060 0.00520 -0.825 0.991 0.113
N -3.05600 -0.14570 3.25470 -0.392 -0.127 0.201
C -2.17750 -0.76940 2.35450 -0.455 -1.179 -0.058
N -1.36610 0.14250 1.55680 0.984 0.081 0.484
C -1.32060 1.54290 1.82780 0.231 0.188 -0.436
N -0.54200 2.27780 1.10040 -0.523 1.528 0.820
N 0.26330 1.66960 0.24360 0.484 -1.004 -1.210
C 0.92800 2.31110 -0.66510 -0.724 0.015 1.109
C 1.75990 1.50930 -1.53200 0.475 -0.526 -0.657
C 2.68630 2.04620 -2.42200 -0.509 -0.128 0.488
C 3.44890 1.18630 -3.20070 -0.052 -0.386 0.070
C 3.27110 -0.18100 -3.06230 -0.127 0.223 0.111
C 2.31940 -0.64900 -2.15950 0.356 -0.254 -0.398
N 1.57680 0.16190 -1.42070 -0.253 -0.019 0.329
C -2.23180 2.07840 2.78670 -0.235 -0.357 0.234
C -2.30220 3.46050 3.02530 -0.327 0.120 0.322
C -3.25630 3.96740 3.87870 0.314 0.055 -0.250
C -4.15260 3.10560 4.51850 0.178 -0.264 -0.189
C -4.10230 1.74430 4.29840 0.088 0.012 -0.048
C -3.14430 1.20730 3.43550 0.270 0.618 -0.078
H -3.68640 -0.73420 3.78390 0.208 0.035 -0.063
H -1.58160 -1.54820 2.84950 -0.102 0.168 -0.116
H 0.86040 3.38880 -0.76790 0.036 0.032 0.135
H 2.81070 3.11620 -2.48920 -0.039 0.089 -0.001
H 4.17200 1.57610 -3.89920 0.081 0.058 -0.062
H 3.85100 -0.88190 -3.64000 0.032 -0.085 -0.044
H 2.15970 -1.71370 -2.04440 -0.027 0.018 0.008
H -1.59960 4.10220 2.52070 0.046 0.135 -0.042
H -3.31620 5.02900 4.05200 0.023 0.109 0.035
H -4.88880 3.50720 5.19700 -0.094 0.024 0.049
H -4.79160 1.08060 4.79800 -0.091 -0.056 0.071
Se -3.40900 1.11690 -0.36170 1.797 0.284 -0.345
N -1.96020 -0.24750 0.30470 0.395 1.255 -1.822
C -2.76210 -1.31060 0.93320 0.060 -0.486 1.069
C -2.37030 -2.71210 0.68520 -0.352 -0.645 -0.138
C -3.27530 -3.69920 0.83940 1.280 0.397 -0.316
C -4.65500 -3.41330 1.09710 -1.060 1.151 0.151
C -5.13430 -2.14120 1.04630 -0.343 -1.523 0.308
C -4.24070 -1.08140 0.75520 0.400 1.681 -0.791
N -4.60370 0.04310 0.23690 -1.137 -1.793 0.832
H -1.32470 -2.90770 0.48110 0.078 -0.196 0.015
H -2.98080 -4.73100 0.73260 0.121 -0.101 0.028
H -5.33280 -4.23470 1.25590 -0.130 -0.113 0.004
H -6.18810 -1.91910 1.08240 -0.141 -0.024 0.080
```
Forces are in eV/Å.

Values from the calculation:
**Gap between HOMO and LUMO (spin up / spin down)**: 5.999 / 5.576 eV
**ΔE to the lowest compared entry with this formula, charge and spin**: 5.3513 eV
**2S+1**: 3
**⟨S²⟩**: 2.007
**Largest force on an atom**: 2.28 eV/A
**Total charge**: +2

natural (NBO) population analysis, charges in e, atoms 1 to 2: 1.404, -0.619



Density functional theory data (wB97M-V/def2-TZVPD) for C42H36N5O3RhS3 as an isolated structure.

The geometry in XYZ format:
```
90
Properties=species:S:1:pos:R:3:forces:R:3
Rh 0.03126 -0.00250 0.50157 0.236 0.233 0.009
N 0.82665 1.86375 0.57963 -0.115 -0.097 0.164
S 1.06962 3.04738 -0.24054 0.051 0.016 -0.160
N 2.03374 2.88712 -1.57393 -0.053 -0.063 0.008
S 1.58112 2.66346 -3.03533 -0.130 -0.005 -0.062
N 0.52362 1.58605 -3.41921 0.289 0.069 0.085
S 0.39067 0.11210 -2.72819 0.017 0.053 -0.066
N -0.26972 0.04234 -1.40888 -0.009 -0.138 0.052
C -0.67604 -0.66876 -3.89099 -0.059 0.021 -0.005
C -0.80132 -0.21517 -5.19782 0.022 -0.037 -0.002
C -1.61904 -0.92355 -6.06440 0.006 0.017 0.003
C -2.28373 -2.06087 -5.62267 -0.006 -0.006 -0.002
C -2.14245 -2.50006 -4.31265 0.001 -0.003 0.003
C -1.33567 -1.80180 -3.42812 -0.012 -0.002 -0.032
C 1.96464 -0.69775 -2.93246 0.030 0.003 -0.029
C 2.99743 -0.31914 -2.08372 0.000 0.099 -0.095
C 4.22903 -0.94096 -2.20294 -0.014 0.059 -0.016
C 4.41961 -1.92815 -3.16010 -0.015 -0.049 -0.030
C 3.38268 -2.29249 -4.00759 0.031 -0.004 0.014
C 2.14352 -1.67910 -3.90176 -0.044 0.011 0.085
C 0.92864 4.12711 -3.78205 -0.016 0.037 0.034
C 1.72679 5.26337 -3.68784 -0.028 -0.013 -0.003
C 1.27178 6.44024 -4.25245 0.008 -0.004 -0.002
C 0.04043 6.46764 -4.89972 -0.001 0.006 0.001
C -0.73904 5.32399 -4.98418 -0.006 -0.007 -0.003
C -0.29882 4.13259 -4.42326 0.010 0.006 0.014
C 3.10966 2.40515 -3.88569 -0.031 -0.084 -0.030
C 3.01114 2.09305 -5.23748 0.005 -0.015 0.033
C 4.17636 1.90612 -5.95851 0.023 0.010 -0.004
C 5.41046 2.03890 -5.33051 -0.008 -0.017 -0.026
C 5.48701 2.35635 -3.98250 -0.008 0.000 0.041
C 4.32834 2.54105 -3.24144 0.020 0.053 -0.007
C -0.35822 3.94761 -0.83049 -0.018 0.053 0.004
C -1.44672 3.19657 -1.25916 0.065 -0.046 0.010
C -2.58519 3.84763 -1.70523 0.013 -0.025 -0.020
C -2.62386 5.23540 -1.73059 -0.004 0.031 0.014
C -1.52463 5.97532 -1.31779 0.001 0.005 0.010
C -0.38143 5.33691 -0.85774 -0.036 -0.071 -0.036
C 2.00171 4.24134 0.66749 -0.057 0.015 0.050
C 1.62877 4.40038 1.99806 0.039 0.018 -0.001
C 2.28749 5.34637 2.76563 0.015 0.007 -0.012
C 3.30338 6.11225 2.20604 -0.018 -0.011 0.036
C 3.66675 5.93756 0.87864 0.009 -0.014 -0.057
C 3.01071 5.00025 0.09265 0.007 0.036 0.035
H -0.27382 0.66813 -5.52771 -0.007 -0.003 0.000
H -1.73671 -0.58733 -7.08548 -0.003 0.000 0.003
H -2.91932 -2.60838 -6.30578 0.006 -0.001 0.000
H -2.66001 -3.38734 -3.97493 -0.006 0.005 0.000
H -1.22528 -2.12592 -2.40093 0.005 0.006 0.000
H 2.84229 0.47591 -1.36493 0.031 -0.057 0.008
H 5.04329 -0.64964 -1.55239 -0.002 0.007 -0.011
H 5.38067 -2.41756 -3.24694 0.004 0.012 -0.010
H 3.53490 -3.06067 -4.75336 -0.009 -0.006 0.005
H 1.33471 -1.97436 -4.55380 -0.004 -0.004 -0.019
H 2.68842 5.22642 -3.19050 -0.001 0.000 -0.021
H 1.87783 7.33397 -4.19606 0.002 0.000 -0.004
H -0.30802 7.38871 -5.34757 -0.003 0.001 0.005
H -1.69392 5.35332 -5.49141 0.003 -0.001 -0.002
H -0.89161 3.23110 -4.48001 -0.009 0.002 0.016
H 2.04414 2.00602 -5.71727 0.002 -0.012 0.006
H 4.12415 1.66504 -7.01129 0.002 -0.003 0.002
H 6.31877 1.89770 -5.90083 -0.002 0.002 0.000
H 6.45063 2.46133 -3.50272 -0.001 0.002 -0.002
H 4.36571 2.78431 -2.18877 0.005 -0.013 -0.002
H -1.36856 2.11493 -1.27669 0.008 0.100 -0.053
H -3.44132 3.27564 -2.03967 0.004 0.000 -0.002
H -3.51679 5.74357 -2.06972 0.003 -0.001 -0.005
H -1.55934 7.05621 -1.33909 -0.001 0.001 0.006
H 0.46673 5.91649 -0.52135 0.012 0.007 0.017
H 0.84431 3.78862 2.42237 -0.004 -0.007 -0.015
H 2.00963 5.48436 3.80148 0.000 0.001 -0.002
H 3.81600 6.84848 2.81048 0.001 -0.004 0.000
H 4.46304 6.53148 0.45085 -0.003 0.003 0.002
H 3.28266 4.85909 -0.94288 0.004 -0.006 0.009
O 0.06908 -3.88357 -0.17958 0.024 0.035 -0.197
C 0.26457 -2.74971 0.16740 -0.056 -0.088 0.416
O -0.65747 -1.86226 0.46019 -0.024 -0.049 -0.010
C 1.67461 -2.25179 0.44094 -0.083 0.063 -0.122
C 2.75583 -3.09995 0.54817 0.015 0.010 0.016
C 3.97403 -2.56917 0.94614 -0.015 0.045 0.026
C 4.06779 -1.21093 1.22418 0.008 -0.048 0.026
C 2.95499 -0.40949 1.06265 -0.046 0.051 0.017
N 1.78972 -0.93139 0.66590 -0.064 -0.054 -0.154
H 2.60689 -4.15193 0.34747 -0.002 0.002 -0.002
H 4.83864 -3.20988 1.05760 0.001 0.000 0.006
H 4.99321 -0.77035 1.56722 0.004 -0.004 -0.002
H 2.95920 0.65783 1.24071 0.007 -0.012 0.001
O -1.99985 0.58933 0.71182 -0.038 -0.214 -0.014
H -2.44875 -0.27240 0.76123 -0.041 0.040 0.026
H -2.39928 1.04354 -0.04251 0.062 0.048 0.037
```
Forces are in eV/Å.

Values from the calculation:
**Gap between HOMO and LUMO**: 8.021 eV
**ΔE to the lowest compared entry with this formula, charge and spin**: 0.0000 eV
**2S+1**: 1
**Largest force on an atom**: 0.43 eV/A
**Total charge**: +2

Löwdin population analysis, charges in e, atoms 1 to 2: 1.164, -0.364



Density functional theory data (wB97M-V/def2-TZVPD) for C24H36N5O3PZn as an isolated structure.

The geometry in XYZ format:
```
70
Properties=species:S:1:pos:R:3:forces:R:3
Zn 0.17892 -0.33808 -0.06874 -0.078 -0.099 0.194
C 3.48632 0.41041 2.40163 -0.004 0.008 0.001
C 2.40972 0.62420 1.36611 0.012 0.035 -0.015
O 1.72119 -0.43504 1.10503 0.005 0.003 -0.073
C 2.30051 1.87980 0.78968 -0.007 0.007 0.034
C 1.49350 2.25375 -0.32900 -0.013 -0.049 -0.007
C 1.75180 3.55733 -1.02665 0.001 0.004 0.013
N 0.57305 1.44882 -0.76610 -0.021 0.159 -0.084
N -0.08331 1.73715 -1.95830 0.036 0.051 0.107
C -0.66794 0.66418 -2.41165 -0.036 -0.067 -0.092
O -0.66737 -0.51429 -1.85667 0.067 0.026 -0.013
C -1.44368 0.80184 -3.67925 0.019 0.007 -0.019
C -1.68658 2.05195 -4.24416 0.010 0.015 -0.010
C -2.44061 2.16082 -5.40129 -0.003 -0.003 0.009
C -2.95667 1.02289 -6.00959 -0.001 -0.011 0.004
C -2.71110 -0.22489 -5.45490 -0.002 0.015 -0.006
C -1.95944 -0.33473 -4.29360 -0.025 0.005 0.011
H 4.35046 -0.06087 1.92882 -0.012 -0.030 -0.002
H 3.80933 1.34641 2.85320 0.015 0.003 -0.005
H 3.11934 -0.26639 3.17146 -0.003 0.006 0.019
H 2.98926 2.62985 1.15182 0.000 0.005 -0.002
H 2.51013 4.13413 -0.50223 -0.003 -0.003 -0.001
H 2.07831 3.37230 -2.05014 0.009 -0.005 -0.003
H 0.82899 4.13359 -1.09497 -0.003 0.005 -0.012
H -1.27276 2.92830 -3.76416 -0.004 0.002 0.010
H -2.62727 3.13632 -5.83214 0.001 0.005 -0.003
H -3.54501 1.10954 -6.91400 -0.004 0.001 -0.007
H -3.10449 -1.11495 -5.92935 -0.003 -0.008 -0.001
H -1.76277 -1.29938 -3.84533 0.007 -0.006 -0.008
O -1.30848 -0.83873 1.14905 0.116 -0.195 0.000
P -2.80839 -0.79776 1.16867 -0.060 0.090 0.005
N -3.42376 -2.16789 0.52390 0.106 -0.029 -0.074
C -2.71220 -2.91199 -0.53536 -0.019 -0.002 0.006
C -3.66474 -4.06520 -0.82889 0.001 0.001 -0.006
C -5.04066 -3.43204 -0.63249 -0.006 -0.010 0.015
C -4.84017 -2.54752 0.59790 0.011 0.027 0.003
N -3.48942 0.45099 0.33897 0.031 0.007 0.097
C -3.83644 0.37373 -1.09069 0.016 0.005 -0.030
C -4.36554 1.77082 -1.37720 -0.032 -0.003 0.047
C -3.43663 2.66754 -0.55609 0.005 -0.012 0.024
C -3.08320 1.82989 0.68456 0.011 0.004 -0.026
N -3.29746 -0.62213 2.73121 0.037 0.301 -0.150
C -2.33072 -0.39397 3.82668 -0.037 -0.103 0.006
C -3.00562 0.67794 4.67228 0.004 -0.019 0.032
C -4.48146 0.30623 4.55759 -0.003 0.005 -0.004
C -4.62718 -0.09646 3.08971 0.008 -0.050 0.014
H -1.73917 -3.24400 -0.17608 0.000 -0.005 -0.006
H -2.55062 -2.28978 -1.42131 0.009 -0.014 0.013
H -3.51599 -4.86661 -0.10236 0.010 -0.011 0.000
H -3.51829 -4.47515 -1.82686 -0.001 -0.007 -0.001
H -5.83870 -4.15931 -0.49050 -0.005 -0.001 -0.010
H -5.29110 -2.81633 -1.49923 -0.006 0.008 0.000
H -5.03670 -3.10325 1.51975 -0.002 0.001 0.009
H -5.49293 -1.67073 0.58816 0.001 0.014 -0.013
H -4.57719 -0.40676 -1.26253 -0.035 -0.017 0.017
H -2.95963 0.15919 -1.70587 -0.110 -0.036 0.059
H -5.39260 1.85452 -1.01313 -0.006 0.001 -0.023
H -4.35162 2.00770 -2.44067 0.013 -0.014 -0.001
H -3.90225 3.61512 -0.28843 0.021 0.009 0.010
H -2.52696 2.88310 -1.11594 0.032 -0.023 -0.064
H -3.61763 2.15981 1.57982 -0.001 0.033 -0.031
H -2.01086 1.88560 0.89284 0.004 0.004 0.032
H -1.36169 -0.10022 3.43145 -0.008 0.006 -0.014
H -2.19373 -1.31194 4.40555 -0.006 -0.005 0.005
H -2.82717 1.66616 4.24159 0.007 -0.005 -0.018
H -2.64308 0.68231 5.69932 0.002 0.016 0.002
H -5.16085 1.11349 4.82738 0.002 0.002 0.008
H -4.69591 -0.54770 5.20349 -0.013 -0.003 -0.001
H -4.87827 0.76492 2.46459 -0.048 -0.049 0.032
H -5.40401 -0.84985 2.94963 -0.007 -0.003 -0.001
```
Forces are in eV/Å.

Values from the calculation:
**Gap between HOMO and LUMO**: 7.618 eV
**2S+1**: 1
**Largest force on an atom**: 0.34 eV/A
**Total charge**: 0

natural (NBO) population analysis, charges in e, atoms 1 to 2: 1.717, -0.672



The records above yield energy values of -606.0701 -5063.4770 -3425.9876 -3556.4689 Ha, respectively.